1.
15
Properties=species:S:1:pos:R:3:forces:R:3 method="wB97M-V/def2-TZVPD" homo_ev=-7.481 de_lowest_ev=1.858 spin_multiplicity=1 orbital_gap_ev=8.6112
C -0.2449 -0.2065 -0.0356 1.30 -0.06 0.01
H -0.9929 -2.7793 -1.3939 -0.45 -0.19 0.31
H 0.0320 2.7848 -1.2295 -0.04 -0.68 0.07
N -0.7473 -1.4517 0.2549 -0.53 0.41 -0.11
H -0.5328 -3.5250 0.1817 -0.01 -0.02 -0.05
C -0.2396 0.8841 0.7416 -0.51 0.18 0.48
H -0.9053 0.9131 1.6085 0.36 -0.16 0.12
H 0.4002 -0.1568 -0.9121 0.00 -0.32 0.03
H -1.3777 -1.5143 1.0265 -0.14 -0.10 0.23
H 0.5957 -2.6029 -0.8512 0.18 -0.07 0.50
C -0.4259 -2.6561 -0.4609 0.28 0.44 -1.07
C 0.7543 1.9941 0.6184 -1.76 -1.41 -0.40
H 1.3648 2.0221 1.5109 0.54 0.62 -0.26
H 1.5176 3.5513 -0.5918 0.24 -0.18 0.17
C 0.8017 2.7432 -0.4676 0.55 1.53 -0.04

2.
15
Properties=species:S:1:pos:R:3:forces:R:3 method="wB97M-V/def2-TZVPD" homo_ev="-8.282 / -8.282" de_lowest_ev=5.344 spin_multiplicity=1 orbital_gap_ev="8.6811 / 8.6824"
H -1.3230 -1.9769 0.3065 0.11 -0.31 0.38
H 0.6796 2.3772 -1.0478 -0.11 -0.36 0.01
N 2.3072 0.3089 -0.8262 0.16 0.27 0.07
C -0.6727 -1.1083 0.4283 1.02 -1.98 1.56
O -0.2156 2.0010 -1.0747 0.49 0.02 -0.33
H -1.2924 -0.7114 2.4214 0.11 -0.16 -0.05
H 2.3596 1.2198 -1.2762 -0.01 -0.14 -0.37
H -2.1781 0.2019 1.2169 0.04 0.15 0.08
C 1.1247 -0.1096 -0.6534 -0.58 1.78 1.00
H -0.7388 0.1926 -1.6145 0.39 0.01 -0.01
C 0.6533 -1.2673 0.0443 -1.67 -0.28 -1.01
H 1.1254 -2.2203 -0.1343 -0.23 -0.24 -0.27
H -0.4991 0.6660 1.6235 -0.13 0.01 0.06
N -0.1458 0.5948 -0.8945 0.62 0.65 -0.28
C -1.1845 -0.1684 1.4807 -0.20 0.57 -0.84